DFT (ωB97M-V with the def2-TZVPD basis set) results for C27H32N4O7 in the gas phase.

Properties
- SMILES = COc1cc2c(=O)n(CCC(=O)NC[C@H]3CCCO3)c(=O)n(CC(=O)Nc3ccccc3C)c2cc1OC
- calculated total energy (a.u.) = -1793.88173
- LUMO (eV) = 0.6
- energy relative to the best compared isomer or geometry (same formula, charge and spin) (kJ/mol) = 0.00

XYZ file:
```
70
Properties=species:S:1:pos:R:3:mulliken_charge:R:1
C -5.282 1.015 0.428 -0.87
O -4.738 -0.276 0.296 -0.49
C -3.463 -0.473 0.722 0.67
C -2.652 0.482 1.283 -0.45
C -1.342 0.176 1.679 -0.49
C -0.506 1.228 2.224 1.08
O -0.862 2.385 2.373 -0.76
N 0.774 0.831 2.575 -0.04
C 1.724 1.870 2.940 -1.17
C 2.781 2.055 1.837 -0.94
C 2.170 1.870 0.460 0.61
O 1.921 0.758 0.011 -0.75
N 1.960 2.991 -0.241 -0.03
C 1.453 3.009 -1.593 -0.93
C 0.137 3.786 -1.681 0.16
C -1.052 3.097 -0.979 0.38
C -1.664 4.198 -0.104 -0.36
C -0.955 5.463 -0.598 -0.64
O 0.316 5.040 -1.042 -0.49
C 1.293 -0.441 2.431 0.59
O 2.422 -0.705 2.789 -0.68
N 0.461 -1.391 1.887 0.15
C 1.026 -2.706 1.661 -1.22
C 1.041 -3.101 0.175 0.67
O 0.643 -4.191 -0.184 -0.67
N 1.543 -2.146 -0.628 0.64
C 1.637 -2.226 -2.032 0.27
C 0.647 -2.854 -2.775 -0.76
C 0.741 -2.913 -4.154 -0.72
C 1.821 -2.336 -4.797 -0.60
C 2.808 -1.712 -4.055 -0.89
C 2.742 -1.651 -2.671 1.07
C 3.832 -1.003 -1.875 -1.02
C -0.838 -1.113 1.507 -0.23
C -1.668 -2.094 0.956 -0.83
C -2.956 -1.792 0.557 1.09
O -3.808 -2.675 -0.001 -0.49
C -3.377 -4.003 -0.205 -0.74
H -6.291 0.950 0.025 0.25
H -5.328 1.327 1.476 0.34
H -4.708 1.752 -0.143 0.32
H -2.978 1.498 1.437 0.54
H 2.212 1.593 3.877 0.36
H 1.138 2.780 3.078 0.54
H 3.539 1.278 1.955 0.31
H 3.245 3.035 1.936 0.52
H 2.042 3.899 0.192 0.27
H 2.195 3.489 -2.239 0.44
H 1.304 1.977 -1.915 0.25
H -0.099 3.950 -2.745 0.31
H -1.758 2.713 -1.714 0.45
H -0.708 2.262 -0.372 -0.74
H -1.433 4.012 0.944 0.05
H -2.743 4.276 -0.218 0.41
H -1.509 5.917 -1.433 0.27
H -0.801 6.214 0.178 0.36
H 0.471 -3.466 2.218 0.34
H 2.053 -2.676 2.036 0.49
H 1.884 -1.282 -0.219 -0.08
H -0.192 -3.301 -2.268 0.59
H -0.033 -3.406 -4.723 0.40
H 1.899 -2.376 -5.873 0.39
H 3.656 -1.270 -4.559 0.37
H 3.439 -0.167 -1.299 -0.02
H 4.268 -1.716 -1.175 0.32
H 4.617 -0.634 -2.530 0.44
H -1.303 -3.096 0.829 0.59
H -4.206 -4.505 -0.700 0.25
H -2.490 -4.049 -0.843 0.20
H -3.164 -4.504 0.744 0.33
```